The following is a DFT calculation (ωB97M-V/def2-TZVPD) of a 2-piece molecular cluster, C2H3NO3 overall at a distorted geometry.

HOMO level: -10.880 eV
Structure (SMILES): O=C(O)O.C#N
HOMO-LUMO gap: 11.56 eV
Maximum force: 0.0915 Eh/bohr
Total energy: -358.48055 a.u.
LUMO level: 0.7 eV

Structure (XYZ):
```
9
Properties=species:S:1:pos:R:3:nbo_charge:R:1
C -2.48143 -0.01947 0.25233 0.11
C 1.64722 -0.02360 0.01417 0.97
N -2.10089 -1.06043 -0.01497 -0.34
O 1.19148 1.01834 -0.30630 -0.66
O 0.96521 -1.17128 -0.11676 -0.69
O 2.83539 -0.26132 0.32746 -0.64
H -2.73703 0.88112 0.73601 0.23
H 0.10637 -1.02728 -0.43817 0.51
H 3.35216 0.50281 0.14215 0.50
```